Density functional theory data (ωB97M-V/def2-TZVPD) for the ion C9H19N2 with charge +1 at a distorted geometry.

Structure (XYZ):
```
30
Properties=species:S:1:pos:R:3:forces:R:3:nbo_charge:R:1
C -2.28474 0.59209 -0.18211 0.45 -0.93 -1.62 -0.425
C -1.83980 -0.93382 -0.28862 -1.01 -1.13 -0.03 -0.230
C 0.08241 2.02900 -0.24517 -0.33 -1.37 -0.93 -0.243
C -1.20876 1.57957 0.35585 -0.94 0.51 0.25 0.107
C 0.65869 -0.99088 -0.26434 -1.05 0.43 1.22 0.591
C -1.70963 2.60209 1.37253 2.73 1.33 -3.44 -0.605
C 0.75744 -1.62234 1.05685 -1.47 0.61 0.57 -0.705
C 2.85974 -1.95793 -1.14413 -0.20 1.72 -0.98 -0.595
C 1.86957 -0.70606 -1.07384 0.62 -0.99 -1.04 -0.498
N -0.51445 -0.97447 -0.82694 1.33 -0.95 -0.97 -0.522
N -0.01563 0.93394 0.71960 2.51 0.14 0.81 -0.608
H -2.76398 0.81119 -1.15275 0.75 0.44 0.15 0.237
H -3.10640 0.70560 0.46256 -1.07 -0.29 1.19 0.241
H -1.81931 -1.52948 0.63249 -0.20 0.80 0.14 0.221
H -2.44487 -1.66893 -0.96520 0.50 2.03 0.94 0.246
H 0.45750 1.70998 -1.20582 -0.33 -0.17 -0.36 0.191
H 0.49190 2.96915 0.02249 0.07 0.71 0.59 0.222
H -0.89004 3.16282 1.81875 0.48 -0.02 -0.32 0.215
H -2.11251 2.16744 2.15954 -2.85 -2.00 3.40 0.212
H -2.25725 3.33397 0.82942 -1.18 0.51 0.03 0.235
H -0.18004 -1.68175 1.63069 0.12 -0.48 -0.85 0.244
H 1.36423 -1.22355 1.80478 1.69 1.25 0.59 0.255
H 1.19158 -2.53508 0.80993 0.40 -2.24 0.02 0.254
H 3.73322 -1.69445 -1.75951 -0.53 0.01 -0.09 0.244
H 2.39182 -2.82456 -1.55063 -0.35 -0.65 -0.32 0.218
H 3.29662 -2.17728 -0.20225 0.01 -0.20 1.10 0.221
H 1.55390 -0.32766 -2.11293 0.74 -0.48 1.54 0.229
H 2.46771 0.01807 -0.52061 -0.33 0.50 -0.23 0.266
H -0.41951 -0.90282 -1.79579 -0.42 0.52 -1.87 0.400
H 0.39059 1.13615 1.61516 -0.16 0.39 0.52 0.381
```
Forces are in eV/Å.

Calculated values
Kohn-Sham gap: 10.31 eV
Total energy: -12612.6730 eV
SMILES: CC/C(C)=[NH+]/CC[C@]1(C)CN1
Multiplicity: 1
Total charge: +1
Energy relative to the best compared isomer or geometry (same formula, charge and spin): 73.2 kcal/mol